Below is an isolated molecule of C21H23NO4S, with properties calculated with ωB97M-V/def2-TZVPD.

```
! RIJCOSX wB97M-V def2-TZVPD def2/J DEFGRID3
* xyz 0 1
C 6.87 -0.45 0.68
H 4.05 3.62 -0.82
H 2.38 -0.02 -1.34
C 1.86 -0.03 0.75
C -8.42 -0.33 0.08
H 3.07 -2.38 -1.50
C -1.55 -0.36 -1.58
C -7.72 0.62 -0.64
C -6.38 0.83 -0.38
C 2.38 2.52 -0.14
H -1.77 -1.41 -1.76
C -5.72 0.09 0.59
H -1.96 0.24 -2.40
C -2.21 0.06 -0.27
H -5.83 1.57 -0.94
C -4.26 0.32 0.85
H -3.89 -0.30 1.67
C -6.43 -0.87 1.30
C 5.18 -0.73 -1.00
H 0.87 0.41 0.85
H 7.83 -0.07 0.98
H 4.25 -2.20 1.89
C 2.03 -0.74 -0.60
C 3.18 3.78 -0.19
H -8.31 -1.82 1.61
H -5.92 -1.46 2.06
S 3.04 1.34 0.99
H -9.47 -0.50 -0.12
H 7.02 0.30 -1.32
C -7.77 -1.08 1.05
H 0.22 0.75 -1.37
O 1.40 2.28 -0.80
C 6.09 -1.16 1.57
N -0.13 -0.20 -1.50
O 0.27 -2.36 -0.96
H -4.06 1.37 1.09
H 2.58 4.58 -0.62
C 3.02 -1.91 -0.52
H -8.22 1.20 -1.40
C 4.85 -1.65 1.19
C 6.41 -0.24 -0.61
O -3.53 -0.01 -0.35
O -1.60 0.39 0.71
H 2.63 -2.65 0.19
H 3.52 4.05 0.80
H 2.04 -0.71 1.58
C 0.64 -1.21 -1.03
H 4.83 -0.57 -2.01
C 4.38 -1.43 -0.10
H 6.44 -1.33 2.58
*
```

## Properties
Calculated total energy ... -42667.203 eV
Orbital gap ... 0.3522 Eh
Energy relative to the best compared isomer or geometry (same formula, charge and spin) ... 0.0 kcal/mol
HOMO ... -8.889 eV
SMILES ... CC(=O)SC[C@@H](Cc1ccccc1)C(=O)NCC(=O)OCc1ccccc1